(1)
Formula: C4H9NO
Source: OMol25
Level of theory: the ωB97M-V functional and the def2-TZVPD basis

```
15
Properties=species:S:1:pos:R:3
C 1.0693 0.7470 -0.8245
C -0.0838 -0.1186 -0.3284
C -1.1098 -0.5056 -1.3032
O -1.3982 0.4683 -0.3173
C 0.1462 -0.7970 1.0178
N -0.1212 0.1684 2.0833
H 1.9747 0.5729 -0.2306
H 1.3119 0.4970 -1.8632
H 0.8208 1.8120 -0.7796
H -1.0393 -0.0603 -2.2970
H -1.6302 -1.4613 -1.2569
H -1.0539 0.5314 1.8895
H 1.1766 -1.1585 1.1178
H -0.5225 -1.6549 1.1516
H 0.4980 0.9693 1.9594
```

Computed properties:
LUMO, eV: 0.99
Gap between HOMO and LUMO, eV: 10.44
HOMO level, eV: -9.5
Energy relative to the best compared isomer or geometry (same formula, charge and spin), eV: 2.147
Structure (SMILES): C[C@]1(CN)CO1

Löwdin atomic charge list, values in e, 6 entries:
1. C -0.015
2. C -0.477
3. C -0.100
4. O -0.049
5. C -0.216
6. N 0.012

---

(2)
Formula: C4H9NO
Source: OMol25
Level of theory: the ωB97M-V functional and the def2-TZVPD basis

```
15
Properties=species:S:1:pos:R:3
C 0.8810 2.1702 -0.4192
C -0.3409 1.2312 -0.3977
C -0.7141 0.0226 -0.9922
N -1.3448 -0.9193 -0.1193
C -1.3800 -2.1874 -0.6386
H 0.5490 3.1529 -0.8153
H 1.3872 2.3855 0.5389
H 1.7026 1.7584 -1.1657
H -1.0578 1.7927 0.1994
H -0.4360 -0.4430 -1.9482
H -0.6307 -2.6919 -1.2538
H -2.0111 -2.9128 -0.0475
H 2.6218 0.1782 1.9140
H 1.5188 -0.3376 1.1782
O 1.8866 -0.4833 2.1152
```

Computed properties:
LUMO, eV: -0.09
Gap between HOMO and LUMO, eV: 8.31
HOMO level, eV: -8.4
Energy relative to the best compared isomer or geometry (same formula, charge and spin), eV: 4.550
Structure (SMILES): C=N/C=C/C.O

Löwdin atomic charge list, values in e, 6 entries:
1. C -0.128
2. C -0.132
3. C -0.192
4. N -0.038
5. C -0.031
6. H 0.065

---

(3)
Formula: C4H9NO
Source: OMol25
Level of theory: the ωB97M-V functional and the def2-TZVPD basis

```
15
Properties=species:S:1:pos:R:3
C 0.2545 -0.5883 -0.0167
C 1.1692 -0.4218 1.1760
C -0.6440 0.4600 -0.3676
N -1.5040 -0.4767 0.5357
C -1.0268 1.4463 -1.1372
O 1.3143 -0.0389 -1.5085
H 2.2150 0.2463 -1.3172
H 0.1856 -1.5867 -0.4475
H -1.5059 -0.7078 1.5196
H -2.3351 -0.8568 0.1012
H 0.8539 -1.0750 1.9900
H 2.1780 -0.6726 0.8570
H 1.1851 0.6074 1.5341
H -2.0476 1.8015 -1.1128
H -0.2922 1.8632 -1.8061
```

Computed properties:
LUMO (alpha / beta), eV: 0.81 / 0.80
Gap between HOMO and LUMO (alpha / beta), eV: 9.16 / 9.16
HOMO level (alpha / beta), eV: -8.4 / -8.4
Energy relative to the best compared isomer or geometry (same formula, charge and spin), eV: 5.510

Löwdin atomic charge list, values in e, 6 entries:
1. C -0.254
2. C -0.046
3. C -0.278
4. N 0.067
5. C 0.094
6. O -0.285

---

(4)
Formula: C4H9NO
Source: OMol25
Level of theory: the ωB97M-V functional and the def2-TZVPD basis

```
15
Properties=species:S:1:pos:R:3
C 0.0159 1.1502 -0.9000
N 0.0272 0.3935 0.3376
C 1.2844 0.5546 1.0443
C -0.2594 -1.0038 0.0835
C -1.7261 -1.2569 -0.1934
O -2.2105 -2.3607 -0.2118
H 0.6887 0.7151 -1.6618
H 0.3284 2.1808 -0.7131
H -0.9935 1.1820 -1.3228
H 1.4580 1.6165 1.2460
H 1.2388 0.0329 2.0057
H 2.1505 0.1641 0.4791
H 0.0139 -1.6094 0.9544
H 0.3266 -1.4042 -0.7692
H -2.3428 -0.3547 -0.3786
```

Computed properties:
LUMO, eV: 0.98
Gap between HOMO and LUMO, eV: 10.05
HOMO level, eV: -9.1
Energy relative to the best compared isomer or geometry (same formula, charge and spin), eV: 1.717
Structure (SMILES): CN(C)CC=O

Löwdin atomic charge list, values in e, 6 entries:
1. C -0.110
2. N -0.291
3. C -0.113
4. C -0.191
5. C -0.239
6. O 0.050

---

(5)
Formula: C4H9NO
Source: OMol25
Level of theory: the ωB97M-V functional and the def2-TZVPD basis

```
15
Properties=species:S:1:pos:R:3
C -0.4712 -1.0821 -0.0364
C -1.5862 -0.2218 0.4169
C -0.6570 0.2713 -0.5140
C 0.2433 1.4767 -0.2114
H 0.7895 -2.1872 1.7017
H 1.5545 -1.6955 0.1026
H -0.4051 -1.9987 -0.8053
H -2.5997 -0.4758 0.2868
H -1.2930 0.0541 1.5378
H -1.2557 0.3388 -1.3372
H 0.5091 1.3642 1.0221
H -0.3410 2.4404 -0.5634
H 1.8130 0.6282 0.2029
N 0.6460 -1.4095 0.9083
O 1.4417 1.0917 -0.8047
```

Computed properties:
LUMO, eV: 0.82
Gap between HOMO and LUMO, eV: 9.92
HOMO level, eV: -9.1
Energy relative to the best compared isomer or geometry (same formula, charge and spin), eV: 6.411
Structure (SMILES): N[C@H]1C[C@H]1CO

Löwdin atomic charge list, values in e, 6 entries:
1. C -0.367
2. C -0.119
3. C -0.343
4. C -0.272
5. H 0.114
6. H 0.173

---

(6)
Formula: C4H9NO
Source: OMol25
Level of theory: the ωB97M-V functional and the def2-TZVPD basis

```
15
Properties=species:S:1:pos:R:3
C 2.3873 0.5728 -0.1143
C -0.6161 -1.5489 -0.0464
C -0.8238 0.9750 -0.1956
C 0.0493 -0.1874 0.3090
N 1.1704 -0.1704 -0.6195
O 2.2582 -0.8540 -0.0282
H 3.0786 1.0541 -0.7926
H 2.2532 1.2168 0.7433
H -1.0170 -1.6718 -1.1435
H -0.0552 -2.4436 0.1944
H -1.5655 -1.7923 0.6159
H -0.3708 1.8168 0.1081
H -1.8456 1.0512 0.3588
H -0.9954 0.8261 -1.3286
H 0.1494 -0.3028 1.4017
```

Computed properties:
LUMO, eV: 1.10
Gap between HOMO and LUMO, eV: 10.73
HOMO level, eV: -9.6
Energy relative to the best compared isomer or geometry (same formula, charge and spin), eV: 4.642
Structure (SMILES): CC(C)N1CO1

Löwdin atomic charge list, values in e, 6 entries:
1. C -0.092
2. C -0.101
3. C -0.065
4. C -0.452
5. N -0.078
6. O -0.062